Entry 1:
Below is C4H5NO2 as an isolated structure, with properties calculated with ωB97M-V with the def2-TZVPD basis set.

```
12
Properties=species:S:1:pos:R:3:forces:R:3
O -2.620 0.800 0.398 0.19 -0.32 -0.13
C -1.938 -0.136 0.028 -0.05 0.20 0.01
C -0.501 -0.037 -0.160 -0.25 0.15 0.21
C 0.463 0.886 0.509 -0.16 0.13 0.04
N 1.609 0.395 -0.337 0.14 -0.22 -0.01
C 1.440 -0.932 -0.261 -0.02 0.07 -0.11
O 0.190 -1.278 -0.141 0.15 -0.01 0.00
H -2.385 -1.116 -0.243 0.02 0.11 0.06
H 0.644 0.469 -1.196 0.06 -0.02 -0.02
H 0.284 1.941 0.315 0.02 -0.17 0.03
H 0.648 0.708 1.580 -0.03 -0.01 -0.12
H 2.167 -1.701 -0.491 -0.09 0.10 0.03
```
Forces are in eV/Å.

Relative energy (zero: lowest compared OMol25 entry of this formula, charge and spin): 434.1 kJ/mol
Multiplicity: 1
E_LUMO (spin up / spin down): -0.1 / -0.1 eV
F_max: 0.4 eV/Å
HOMO energy (spin up / spin down): -8.9431 / -8.9433 eV

Entry 2:
Below is C3H3BeO2 as an isolated structure, with properties calculated with ωB97M-V with the def2-TZVPD basis set.

```
9
Properties=species:S:1:pos:R:3:forces:R:3
C 0.538 0.645 -0.416 -2.75 -0.43 1.14
C 1.749 0.117 -0.212 1.53 -0.48 0.15
H 1.868 -0.944 0.014 0.00 0.40 0.26
H 0.403 1.656 -0.804 -0.11 -0.29 0.08
H 2.648 0.734 -0.251 -0.21 -0.29 -0.32
O -1.821 0.309 -0.387 -5.08 -1.25 0.51
C -0.688 -0.035 0.070 9.37 6.27 -3.97
O -0.605 -1.069 0.801 -0.76 -4.09 2.71
Be -2.022 -0.936 0.548 -2.00 0.17 -0.57
```
Forces are in eV/Å.

Relative energy (zero: lowest compared OMol25 entry of this formula, charge and spin): 0.0 kJ/mol
Multiplicity: 2
E_LUMO (spin up / spin down): -1.8 / -1.9 eV
F_max: 12.0 eV/Å
HOMO energy (spin up / spin down): -5.2424 / -9.1422 eV

Calculated total energy / Ha: -360.5041; -281.2591